# 1
The following is a quantum chemistry calculation of a cluster of 9 separate species, C18H54O12 in total in a non-equilibrium geometry, from the OMol25 dataset.

Spin multiplicity: 1
Energy above the lowest of the compared OMol25 structures with the same formula, charge and spin in kJ/mol: 337.5
E_LUMO in Ha: 0.015
DFT total energy in hartree: -1620.8261
SMILES: COCCOC.COCCOC.COCCOC.CO.CO.CO.CO.CO.CO
HOMO-LUMO gap in eV: 10.19

```
84
Properties=species:S:1:pos:R:3:forces:R:3:lowdin_charge:R:1
C -0.005 -3.216 0.129 0.55 0.32 0.12 -0.11
O 0.531 -3.930 -0.960 -0.40 -0.33 0.11 -0.17
C -0.321 -4.935 -1.463 -0.12 0.45 -1.38 -0.21
C 0.279 -5.470 -2.768 -0.09 -0.72 1.43 -0.24
O 0.038 -4.642 -3.864 -0.03 0.02 -0.01 -0.16
C 0.539 -5.211 -5.053 -0.28 0.00 -0.21 -0.11
H -0.943 -2.688 -0.071 -0.17 -0.25 -0.30 0.07
H 0.741 -2.449 0.341 -0.02 -0.07 0.26 0.07
H -0.136 -3.848 1.011 -0.02 -0.05 0.04 0.09
H -1.301 -4.505 -1.703 -0.10 0.07 0.04 0.12
H -0.515 -5.785 -0.802 0.40 0.11 0.43 0.13
H -0.129 -6.483 -2.890 -0.28 0.04 -0.44 0.12
H 1.342 -5.652 -2.564 0.22 0.34 -0.29 0.13
H 0.033 -6.151 -5.300 0.05 -0.17 0.24 0.09
H 1.614 -5.390 -4.975 0.07 0.03 -0.12 0.09
H 0.307 -4.541 -5.879 0.22 0.21 0.14 0.09
C -1.054 5.679 -4.858 0.06 -0.22 -0.16 -0.11
O -0.657 5.429 -3.529 -0.32 0.53 0.01 -0.17
C 0.532 4.698 -3.461 0.05 -0.76 0.65 -0.23
C 0.837 4.367 -2.011 -0.70 0.25 0.46 -0.21
O -0.255 3.639 -1.455 0.13 0.21 0.02 -0.18
C -0.128 3.525 -0.046 0.29 -0.35 -0.51 -0.10
H -1.206 4.726 -5.374 0.08 0.01 -0.20 0.09
H -0.315 6.280 -5.396 0.15 -0.09 -0.05 0.09
H -1.995 6.224 -4.899 -0.01 -0.01 0.44 0.09
H 1.374 5.257 -3.881 0.08 -0.06 -0.17 0.13
H 0.414 3.728 -3.961 0.07 0.10 -0.40 0.13
H 0.965 5.293 -1.440 0.02 0.11 -0.01 0.12
H 1.755 3.783 -1.895 0.17 -0.02 -0.29 0.12
H -1.022 3.055 0.358 -0.15 0.22 -0.11 0.07
H 0.040 4.500 0.414 -0.09 0.03 0.10 0.09
H 0.719 2.865 0.176 0.14 0.07 0.23 0.07
C 6.441 4.083 1.796 -0.45 -0.73 -0.62 -0.10
O 5.309 3.280 1.462 -0.18 -0.04 0.56 -0.19
C 5.545 2.481 0.320 0.52 0.69 -0.05 -0.22
C 4.300 1.765 -0.135 -0.79 0.09 -0.09 -0.22
O 3.939 0.673 0.681 0.37 -0.25 0.53 -0.17
C 2.787 -0.012 0.231 0.33 0.50 -1.06 -0.10
H 7.332 3.451 1.755 0.22 0.16 0.17 0.08
H 6.310 4.489 2.794 -0.11 -0.02 0.00 0.09
H 6.539 4.885 1.061 0.13 0.16 0.04 0.09
H 6.414 1.836 0.492 -0.23 -0.41 0.07 0.13
H 5.870 3.173 -0.469 -0.18 -0.17 -0.39 0.12
H 4.360 1.457 -1.185 0.51 -0.17 -0.05 0.13
H 3.471 2.487 -0.138 0.01 0.20 0.18 0.11
H 2.307 -0.556 1.040 0.04 0.21 0.18 0.07
H 3.020 -0.718 -0.574 0.25 -0.21 0.13 0.09
H 2.132 0.714 -0.265 -0.51 -0.04 0.43 0.07
C 1.334 -1.998 4.244 0.64 0.28 0.98 -0.14
O 2.598 -2.536 3.827 -0.75 0.04 -0.64 -0.13
H 0.478 -2.634 4.032 0.39 -0.42 -0.22 0.07
H 1.436 -1.894 5.328 -0.64 0.16 0.10 0.08
H 1.100 -1.014 3.831 0.24 0.02 -0.21 0.06
H 3.250 -1.860 4.024 0.09 -0.05 -0.05 0.07
C -2.461 2.112 3.966 0.43 0.16 0.12 -0.14
O -1.840 3.117 3.163 -0.12 0.14 -0.02 -0.13
H -2.737 1.254 3.355 -0.23 -0.04 0.13 0.06
H -1.798 1.792 4.773 0.03 -0.13 -0.04 0.08
H -3.328 2.560 4.449 -0.13 -0.04 -0.25 0.08
H -0.912 2.901 3.044 0.00 -0.09 0.07 0.06
C -2.575 -3.040 3.612 0.23 0.19 -0.73 -0.16
O -2.652 -1.639 3.862 0.24 -0.61 0.09 -0.13
H -2.273 -3.619 4.482 -0.27 0.36 0.35 0.08
H -3.512 -3.421 3.203 -0.20 -0.11 0.25 0.07
H -1.819 -3.272 2.853 0.12 0.14 -0.08 0.06
H -2.682 -1.217 2.987 -0.24 -0.06 0.19 0.02
C -5.468 -2.692 0.562 0.46 0.62 -0.33 -0.15
O -5.759 -1.357 0.138 0.14 -0.51 0.01 -0.12
H -4.434 -2.774 0.911 -0.01 0.09 0.36 0.06
H -6.153 -2.920 1.374 -0.01 -0.27 -0.09 0.08
H -5.527 -3.402 -0.267 -0.47 -0.11 0.04 0.07
H -4.976 -1.010 -0.308 -0.28 0.26 0.15 0.01
C -3.057 -0.832 -1.834 0.34 0.01 -0.70 -0.11
O -3.632 0.215 -1.041 0.19 -0.45 -0.29 -0.13
H -3.486 -1.804 -1.592 -0.08 0.10 0.19 0.08
H -3.238 -0.640 -2.892 -0.06 -0.12 0.01 0.09
H -1.973 -0.877 -1.706 -0.02 -0.01 0.16 0.08
H -3.809 0.936 -1.650 -0.08 0.26 0.31 0.11
C -1.081 0.056 1.608 0.42 -0.19 -0.26 -0.12
O -2.369 -0.484 1.350 0.30 0.00 0.04 -0.14
H -1.046 1.103 1.309 0.16 0.00 0.04 0.06
H -0.815 -0.030 2.662 -0.44 0.03 0.10 0.07
H -0.315 -0.524 1.085 0.05 0.20 -0.22 0.06
H -2.626 -0.192 0.460 -0.33 0.11 0.40 0.04
```
Forces are in eV/Å.


# 2
The following is a quantum chemistry calculation of the ion C2H7BrN with charge +1 in a non-equilibrium geometry, from the OMol25 dataset.

Spin multiplicity: 1
Energy above the lowest of the compared OMol25 structures with the same formula, charge and spin in kJ/mol: 10.9
E_LUMO in Ha: -0.151
DFT total energy in hartree: -2708.8834
SMILES: C[C@@H]([NH3+])Br
HOMO-LUMO gap in eV: 11.03
Total charge: +1

```
11
Properties=species:S:1:pos:R:3:forces:R:3:nbo_charge:R:1
C -0.055 1.232 0.081 0.93 0.72 -1.71 -0.69
C -0.670 -0.057 -0.527 -0.25 0.69 1.33 -0.06
N -0.081 -1.338 0.099 -0.43 0.70 2.42 -0.73
Br -2.606 0.045 0.038 1.37 -0.55 -0.67 0.08
H -0.241 1.278 1.126 -0.12 -0.13 0.99 0.24
H 1.030 1.585 -0.119 -1.52 -1.38 0.00 0.26
H -0.661 2.034 -0.360 0.17 -0.12 0.15 0.27
H -0.564 -0.163 -1.585 -0.31 0.09 -0.55 0.24
H 0.632 -1.844 -0.373 0.47 -0.57 -1.80 0.45
H 0.544 -0.977 0.881 -1.66 -0.77 -0.13 0.46
H -0.843 -2.037 0.383 1.35 1.33 -0.03 0.48
```
Forces are in eV/Å.


# 3
The following is a quantum chemistry calculation of a structure of composition C35H47BrCdIN7O7S3Si, from the OMol25 dataset.

Spin multiplicity: 1
Energy above the lowest of the compared OMol25 structures with the same formula, charge and spin in kJ/mol: 0.0
E_LUMO in Ha: -0.017
DFT total energy in hartree: -6795.4181
HOMO-LUMO gap in eV: 7.15

```
103
Properties=species:S:1:pos:R:3:forces:R:3:lowdin_charge:R:1
Cd -0.682 0.222 -0.097 -0.39 -0.06 0.09 1.39
C -0.462 3.495 2.030 0.02 0.00 -0.01 -0.02
C -1.222 3.583 0.740 -0.01 0.03 -0.05 -0.34
C -1.913 4.723 0.378 0.01 -0.02 -0.01 -0.05
C -2.636 4.702 -0.817 0.00 0.00 0.01 -0.07
C -2.661 3.579 -1.604 0.00 0.01 0.00 -0.04
C -1.936 2.431 -1.197 0.02 0.01 -0.04 -0.47
N -1.218 2.495 -0.045 -0.05 -0.08 0.12 0.04
N -1.867 1.243 -1.836 0.09 0.12 -0.05 -0.15
Si -2.529 0.946 -3.408 0.01 -0.06 0.05 0.35
C -1.826 -0.710 -3.972 -0.02 -0.01 -0.04 -0.18
C -4.405 0.889 -3.461 0.01 0.00 -0.01 -0.18
C -1.963 2.251 -4.650 -0.01 0.00 0.00 -0.17
H -0.256 4.485 2.432 -0.01 0.00 0.00 0.08
H 0.478 2.959 1.895 0.01 0.01 0.00 0.04
H -1.042 2.938 2.768 -0.01 0.00 0.00 0.08
H -1.897 5.595 1.015 0.00 0.00 0.00 0.10
H -3.194 5.579 -1.123 0.00 0.00 0.00 0.11
H -3.238 3.566 -2.517 0.00 -0.03 0.01 0.08
H -1.330 -1.233 -3.153 -0.04 0.00 0.03 -0.01
H -1.099 -0.587 -4.780 0.00 0.00 0.03 0.02
H -2.614 -1.369 -4.345 0.01 0.02 -0.01 0.03
H -4.785 -0.012 -2.976 0.02 0.03 0.00 -0.01
H -4.751 0.894 -4.498 -0.01 -0.01 0.01 0.03
H -4.853 1.748 -2.956 0.02 0.02 -0.01 0.02
H -0.928 2.553 -4.466 -0.03 0.00 -0.01 0.01
H -2.575 3.155 -4.630 0.01 -0.01 0.00 0.02
H -2.012 1.846 -5.664 -0.01 0.00 0.00 0.03
O 0.762 1.066 4.272 -0.05 -0.02 -0.08 0.02
C -0.412 0.927 4.926 -0.02 0.00 0.01 -0.27
C -0.443 1.283 6.275 0.01 -0.01 -0.01 -0.02
C -1.612 1.168 6.999 -0.01 0.00 0.00 -0.09
C -2.776 0.697 6.394 0.01 0.00 0.01 -0.10
C -2.746 0.342 5.061 -0.01 -0.01 -0.01 -0.03
C -1.576 0.445 4.304 0.00 -0.02 0.02 -0.09
C -1.572 0.046 2.871 -0.02 0.05 -0.01 -0.47
O -0.495 0.248 2.192 0.26 0.03 0.02 -0.26
N -2.670 -0.492 2.402 0.02 -0.04 0.00 0.01
N -2.556 -0.824 1.058 -0.06 0.13 -0.06 -0.17
C -3.571 -1.443 0.607 0.05 -0.03 -0.15 -0.93
S -4.948 -1.888 1.600 -0.02 0.01 0.06 0.93
C -5.934 -2.496 0.206 0.01 -0.02 -0.04 -0.53
C -4.993 -3.107 -0.818 -0.07 -0.03 0.01 -0.52
S -3.649 -1.924 -1.084 0.03 -0.01 0.07 0.91
H 0.562 0.840 3.330 0.02 -0.01 0.04 0.02
H 0.469 1.651 6.726 -0.01 0.00 0.00 0.12
H -1.620 1.451 8.044 0.00 0.00 0.00 0.10
H -3.693 0.613 6.961 0.00 0.00 0.00 0.10
H -3.634 -0.027 4.565 0.00 0.01 0.00 0.10
H -6.495 -1.671 -0.232 0.01 0.01 0.01 0.08
H -6.635 -3.236 0.592 0.00 -0.01 0.00 0.08
H -5.491 -3.265 -1.774 0.02 0.01 -0.01 0.08
H -4.592 -4.056 -0.464 0.03 0.01 0.00 0.08
C 5.753 -1.814 1.452 0.01 0.00 0.01 -0.14
C 4.514 -2.514 1.986 -0.04 0.03 0.05 -0.32
S 4.240 -4.041 1.118 -0.05 0.01 -0.01 0.66
O 5.270 -4.975 1.482 0.02 -0.02 0.02 -0.30
O 4.016 -3.734 -0.273 -0.06 -0.01 -0.05 -0.29
C 2.683 -4.635 1.813 -0.05 0.02 0.01 -0.19
C 1.643 -5.025 0.767 -0.01 -0.02 -0.04 -0.12
N 1.097 -3.885 0.024 0.03 0.02 0.04 0.06
C 0.449 -2.835 0.585 0.07 0.02 0.00 -0.31
N 0.267 -1.867 -0.303 -0.04 -0.08 -0.08 0.04
C 0.793 -2.302 -1.483 -0.04 -0.01 -0.01 -0.04
C 1.302 -3.542 -1.298 0.16 0.04 0.09 -0.15
N 1.878 -4.376 -2.312 -0.28 -0.02 -0.16 -0.33
O 2.172 -3.823 -3.351 0.11 0.02 0.06 0.11
O 1.958 -5.574 -2.108 0.11 0.00 0.12 0.08
C -0.011 -2.803 1.999 -0.01 0.00 0.00 0.02
H 5.897 -0.884 2.001 0.01 -0.01 -0.01 0.06
H 5.630 -1.570 0.397 0.00 -0.02 0.01 0.06
H 6.637 -2.437 1.575 -0.01 0.00 0.00 0.08
H 3.618 -1.908 1.833 0.01 -0.03 -0.02 0.03
H 4.597 -2.764 3.045 0.02 -0.02 -0.01 0.11
H 2.303 -3.869 2.490 0.05 0.00 -0.02 0.09
H 2.943 -5.508 2.409 0.01 -0.02 -0.02 0.11
H 0.816 -5.527 1.268 -0.01 -0.03 0.00 0.13
H 2.056 -5.714 0.040 0.02 -0.02 -0.01 0.11
H 0.748 -1.725 -2.387 0.02 -0.02 0.03 0.09
H 0.045 -3.787 2.460 -0.01 0.00 -0.01 0.08
H -1.045 -2.464 2.031 0.00 0.02 0.00 0.07
H 0.572 -2.092 2.585 0.00 0.00 0.00 0.09
Br 5.939 1.635 -0.077 0.00 0.02 -0.01 0.75
C 4.484 2.699 -0.643 0.01 -0.01 0.00 -0.74
C 4.761 3.796 -1.449 0.00 0.00 0.00 -0.13
C 3.729 4.599 -1.904 -0.01 0.02 0.00 -0.07
C 2.418 4.309 -1.555 0.00 0.02 -0.01 -0.07
C 2.140 3.216 -0.752 0.02 -0.01 0.00 -0.16
C 3.172 2.405 -0.293 0.00 0.04 -0.04 -0.72
I 2.652 0.764 0.878 0.03 0.06 0.05 1.09
H 5.787 4.012 -1.714 0.00 0.00 0.00 0.10
H 3.954 5.451 -2.532 0.00 -0.01 0.00 0.11
H 1.603 4.929 -1.905 0.00 0.00 0.00 0.11
H 1.117 2.976 -0.498 -0.02 0.00 0.01 0.06
C 1.796 1.376 -4.274 0.02 0.01 -0.05 -0.06
C 2.008 0.566 -3.015 0.01 0.11 0.02 -0.29
O 0.906 0.696 -2.114 0.06 -0.08 -0.04 -0.23
H 2.668 1.301 -4.925 0.00 -0.01 0.00 0.08
H 1.645 2.430 -4.029 0.00 0.00 0.01 0.07
H 0.927 1.019 -4.833 0.03 0.00 0.03 0.07
H 2.899 0.913 -2.488 0.00 -0.01 0.01 0.10
H 2.163 -0.490 -3.253 0.00 0.00 -0.04 0.10
H 0.125 1.078 -2.547 -0.04 -0.03 0.06 0.02
```
Forces are in eV/Å.